Molecular formula: C36H99B5CaF16N10O12
Method: DFT, ωB97M-V with the def2-TZVPD basis set

Cartesian coordinates (Å):
Ca 0.26114 3.00299 -0.98124
N -2.54317 4.09144 -2.72101
O -3.02758 5.23531 -2.63247
O -1.51784 3.83514 -2.08688
O -3.07402 3.31965 -3.53307
N -0.93720 4.65875 1.15319
O -0.15482 5.10011 0.26717
O -1.35879 5.39998 2.00647
O -1.28389 3.48299 1.10316
B 0.01813 0.63452 -0.78346
H 0.42842 1.09235 0.10327
H -0.93828 1.03720 -1.07902
H 0.71536 0.89038 -1.56618
H -0.01723 -0.44076 -0.70123
C 0.10580 0.03061 4.91801
C -0.33221 -1.29854 4.67631
N -0.67321 -1.98860 5.92529
C -1.78335 -1.67920 6.76806
C -1.55188 -2.38104 7.94043
N -0.42008 -3.22288 7.76474
C 0.06252 -3.00406 6.52363
C 0.19151 -4.17063 8.71274
H 0.78786 0.30306 4.11260
H 0.58473 0.21556 5.87953
H -0.69615 0.75371 4.76931
H 0.46992 -1.88808 4.23234
H -1.19873 -1.46847 4.03726
H -2.52730 -1.00470 6.37055
H -2.13955 -2.45658 8.84339
H 0.94859 -3.45558 6.10244
H -0.30148 -4.22011 9.68363
H 1.23255 -3.85632 8.78710
H 0.12622 -5.14535 8.22925
C 3.20613 6.49934 3.59481
N 2.09297 5.94330 4.53967
C 2.79108 5.94486 5.85834
C 0.85734 6.93294 4.54730
C 1.75898 4.50631 4.03264
C 1.21907 3.44434 4.98844
O 0.27116 3.96518 5.99706
H 3.53325 7.48287 3.93209
H 2.66697 6.58159 2.65108
H 4.01905 5.77386 3.62574
H 3.24730 6.89548 6.13456
H 3.33300 4.99958 5.88771
H 1.95225 5.81618 6.54238
H 1.23974 7.87635 4.93698
H 0.13647 6.57992 5.28475
H 0.33859 7.10090 3.60348
H 2.70338 4.13309 3.63651
H 1.09849 4.65038 3.17761
H 2.03806 2.94048 5.50173
H 0.65224 2.72856 4.39307
H -0.09424 3.21954 6.47884
C 2.88021 -1.23408 -3.06100
N 3.82907 -0.39612 -3.99322
C 2.94790 0.70826 -4.66703
C 4.89473 0.34215 -3.13595
C 4.55612 -1.21748 -5.08075
C 5.14406 -2.55307 -4.59605
O 6.10161 -2.38575 -3.72264
H 2.20688 -1.79984 -3.70492
H 2.30041 -0.53617 -2.45697
H 3.52333 -1.81242 -2.39766
H 2.49456 1.24642 -3.83459
H 2.22323 0.20604 -5.30791
H 3.60188 1.29705 -5.31026
H 5.68219 0.87058 -3.67333
H 5.33274 -0.38803 -2.45546
H 4.58914 1.01767 -2.33696
H 5.25790 -0.48906 -5.48699
H 3.80587 -1.33425 -5.86279
H 5.64349 -3.04233 -5.43230
H 4.37325 -3.27107 -4.31600
H 6.37942 -3.23292 -3.36664
C -0.94806 -0.81812 -6.78622
N -1.88259 -0.02834 -5.84269
C -1.14591 1.33855 -5.69097
C -3.14829 0.22784 -6.69677
C -2.35419 -0.60214 -4.48904
C -1.32533 -1.37289 -3.63465
O -0.22996 -0.54964 -3.37221
H -1.36802 -1.76275 -7.13177
H -0.09295 -1.06373 -6.15649
H -0.67250 -0.22934 -7.66115
H -0.24580 1.00927 -5.17187
H -1.73231 1.93652 -4.99334
H -1.07348 1.93089 -6.60310
H -2.92378 0.67516 -7.66506
H -3.75782 0.91585 -6.11091
H -3.69399 -0.71261 -6.77338
H -3.10325 -1.30905 -4.84581
H -2.83190 0.15561 -3.86798
H -1.05924 -2.28187 -4.17416
H -1.80684 -1.64879 -2.69650
H -0.37260 -0.07055 -2.55262
C -3.30863 0.46059 0.49954
N -4.55244 1.41785 0.58572
C -5.83691 0.58205 0.49494
C -4.32241 2.00761 2.00196
C -4.52377 2.41081 -0.62145
C -5.33435 3.75753 -0.51016
O -6.69099 3.59512 -0.11711
H -3.45656 -0.07790 -0.43655
H -3.36285 -0.21850 1.35042
H -2.44233 1.11063 0.62235
H -6.68200 1.24362 0.68531
H -5.71920 -0.11350 1.32587
H -6.05713 0.15166 -0.48198
H -4.01664 1.33135 2.80026
H -5.23620 2.51380 2.31318
H -3.49625 2.71366 1.91782
H -4.72356 1.88493 -1.55507
H -3.45154 2.60379 -0.58732
H -5.22606 4.20684 -1.49733
H -4.75548 4.39049 0.16242
H -7.04980 4.43883 -0.40172
C 2.10701 -3.81437 1.65041
N 3.31664 -3.09139 2.28358
C 3.67106 -3.86130 3.57879
C 4.53520 -3.05829 1.35183
C 2.98101 -1.63972 2.71152
C 2.22995 -0.79214 1.54721
O 0.85876 -1.17448 1.47771
H 2.34921 -4.83445 1.35225
H 1.95021 -3.26506 0.72210
H 1.22960 -3.82621 2.29701
H 2.84474 -3.69814 4.27065
H 4.59938 -3.51091 4.02997
H 3.74970 -4.93197 3.39016
H 4.37118 -2.22373 0.67013
H 4.57337 -4.01721 0.83501
H 5.47448 -2.86257 1.86908
H 3.93993 -1.15195 2.88654
H 2.35441 -1.57453 3.60104
H 2.69629 -0.89975 0.56791
H 2.18983 0.23346 1.91418
H 0.36301 -0.59717 0.89244
C -3.01534 -7.13117 -2.47937
N -2.32131 -5.78208 -2.00329
C -3.34195 -4.77582 -1.50745
C -1.47240 -6.13005 -0.76117
C -1.33720 -5.06314 -3.03920
C -1.90237 -4.93851 -4.48190
O -3.12373 -4.26822 -4.53262
H -3.28353 -7.65695 -1.56301
H -2.37744 -7.82172 -3.03103
H -3.97343 -7.01075 -2.98499
H -2.78795 -3.93473 -1.09063
H -3.95612 -5.15498 -0.69067
H -4.03779 -4.48124 -2.29303
H -2.03330 -6.43362 0.12276
H -0.89252 -5.26671 -0.43487
H -0.74171 -6.90787 -0.98297
H -0.40934 -5.63324 -2.99275
H -1.08850 -4.05979 -2.69346
H -1.87096 -5.90627 -4.98246
H -1.24250 -4.36351 -5.13157
H -3.37709 -4.33177 -5.45641
B 3.14912 2.99408 0.28772
F 3.86213 4.13707 0.56945
F 1.84478 3.20502 0.64413
F 3.20973 2.76357 -1.04032
F 3.72975 1.99832 0.94436
B 1.41826 3.79856 -3.58094
F 2.67838 3.54440 -4.07765
F 0.63666 2.61811 -3.42664
F 1.44946 4.41119 -2.31816
F 0.79412 4.67020 -4.48026
B 4.47165 1.83793 3.84053
F 3.20251 1.37498 4.02912
F 5.17781 0.96175 2.93297
F 4.58717 3.08426 3.20409
F 5.04281 1.87742 5.08273
B -5.91591 -1.04004 -3.39768
F -5.52996 -2.20755 -2.76561
F -4.97562 -0.08572 -3.12513
F -5.71381 -1.23752 -4.71408
F -7.18890 -0.62658 -3.10314

Computed properties:
**E_tot**: -5281.08853 Ha
**E_HOMO**: -10.526 eV
**Net charge**: +2

Atom charges from the Löwdin analysis, given in e for atoms 1 to 99: Ca 1.482; N -0.590; O 0.007; O -0.167; O -0.034; N -0.624; O -0.075; O 0.016; O -0.097; B -0.490; H -0.025; H -0.019; H -0.039; H 0.000; C -0.074; C -0.218; N -0.044; C 0.044; C 0.029; N -0.090; C 0.014; C 0.030; H 0.079; H 0.116; H 0.096; H 0.092; H 0.142; H 0.141; H 0.136; H 0.152; H 0.111; H 0.107; H 0.104; C 0.042; N -0.297; C -0.007; C 0.052; C -0.055; C -0.171; O -0.081; H 0.102; H 0.114; H 0.108; H 0.113; H 0.118; H 0.091; H 0.096; H 0.092; H 0.100; H 0.110; H 0.127; H 0.112; H 0.102; H 0.067; C 0.039; N -0.277; C 0.043; C 0.025; C -0.061; C -0.327; O -0.010; H 0.095; H 0.084; H 0.086; H 0.088; H 0.089; H 0.116; H 0.119; H 0.085; H 0.102; H 0.139; H 0.128; H 0.132; H 0.117; H 0.122; C 0.008; N -0.281; C 0.037; C 0.023; C -0.051; C -0.215; O -0.082; H 0.095; H 0.079; H 0.108; H 0.071; H 0.086; H 0.118; H 0.108; H 0.119; H 0.100; H 0.112; H 0.134; H 0.087; H 0.127; H 0.000; C 0.018; N -0.282; C 0.029



Molecular formula: C3HO4
Method: DFT, ωB97M-V with the def2-TZVPD basis set

Cartesian coordinates (Å):
C -1.39053 -0.32759 -0.28670
C 1.69489 0.11458 -0.20109
C -0.41889 0.33051 0.38844
O 1.88433 0.59045 -1.24117
O -2.05708 -0.56916 -1.21881
O 2.17525 -0.38635 0.73477
O -1.03546 -0.99528 0.91543
H -0.85251 1.24284 0.90912

Computed properties:
**E_tot**: -415.86928 Ha
**E_HOMO**: -3.847 eV
**Net charge**: -1
**Relative energy (zero: lowest compared OMol25 entry of this formula, charge and spin)**: 1.7299 eV

Charges per atom according to Löwdin partitioning, unit e: C -0.605; C -0.626; C -0.063; O 0.086; O 0.092; O 0.077; O -0.054; H 0.093